Record 1
Below is the molecule C5H9NSi at a distorted geometry, with properties calculated with wB97M-V/def2-TZVPD.

Last column: natural (NBO) charge in e.
Cartesian coordinates (Å):
N 0.741 0.365 -2.081  -0.7950
C 1.035 0.007 -0.710  -0.4657
C 0.291 -1.302 -0.423  -0.1456
C -0.730 -1.374 0.503  -0.2580
C -1.252 -0.446 1.487  -0.2095
C -0.872 0.793 1.687  -0.5875
Si 0.364 1.434 0.415  1.0226
H 1.011 -0.463 -2.629  0.3404
H -0.251 0.248 -2.281  0.3526
H 2.015 -0.183 -0.491  0.2210
H 0.390 -2.005 -1.209  0.1921
H -1.200 -2.374 0.548  0.2057
H -1.752 -1.011 2.246  0.2055
H -1.344 1.521 2.426  0.2413
H 0.373 2.400 -0.735  -0.1453
H 1.182 2.391 1.247  -0.1747

As for the charge: 0. For the HOMO energy, the calculation gives -8.74 eV. For the orbital gap, the calculation gives 8.904 eV. As for the SMILES: N[C@@H]1C=CC=C[SiH2]1. Its relative energy (zero: lowest compared OMol25 entry of this formula, charge and spin) is 52.2 kcal/mol. The energy is -14695.6497 eV.


Record 2
Below is a structure of composition C27H46BrNNiOP2 at a distorted geometry, with properties calculated with wB97M-V/def2-TZVPD.

Last column: Löwdin spin population.
Cartesian coordinates (Å):
N -5.084 -0.693 3.517  0.0110
C -4.082 0.023 4.061  -0.0020
C -3.075 0.651 3.322  0.0100
C -3.052 0.537 1.910  0.0074
C -4.129 -0.187 1.344  0.0098
C -5.091 -0.769 2.174  -0.0018
C -2.014 1.204 1.114  0.0201
Ni -0.188 0.001 0.646  1.6075
P 1.679 0.678 -0.705  0.0962
C -1.911 1.089 -0.298  0.0197
C -1.478 2.182 -1.181  0.0037
C -1.782 2.134 -2.562  0.0063
C -1.360 3.131 -3.449  -0.0013
C -0.619 4.214 -2.955  0.0068
C -0.341 4.323 -1.581  -0.0011
C -0.775 3.320 -0.713  0.0059
Br 0.027 5.552 -4.155  0.0027
H -1.617 2.112 1.584  -0.0005
H -2.561 0.359 -0.793  0.0022
H -2.304 1.234 3.837  0.0004
H -4.230 -0.274 0.258  0.0003
H -4.085 0.105 5.157  -0.0003
H -5.925 -1.329 1.727  -0.0002
H -2.355 1.285 -2.951  0.0002
H -0.548 3.410 0.354  0.0001
H -1.592 3.064 -4.515  -0.0002
H 0.215 5.185 -1.202  -0.0002
P -0.688 -2.334 0.130  0.0251
C 2.477 2.235 -0.015  0.0091
C 3.280 3.164 -0.934  0.0033
H 3.090 1.899 0.843  -0.0001
H 1.634 2.793 0.425  0.0006
H 3.619 4.054 -0.370  0.0007
H 4.173 2.675 -1.353  0.0000
H 2.660 3.525 -1.772  0.0001
C 1.383 1.080 -2.509  0.0154
C 2.523 0.975 -3.528  0.0050
H 0.956 2.096 -2.519  0.0001
H 0.557 0.414 -2.812  0.0010
H 2.140 1.213 -4.537  0.0011
H 3.344 1.677 -3.313  0.0000
H 2.947 -0.044 -3.569  0.0001
C 3.085 -0.565 -0.767  0.0180
C 4.533 -0.094 -0.951  0.0060
H 2.800 -1.281 -1.562  0.0000
H 3.002 -1.131 0.174  0.0014
H 5.221 -0.959 -0.919  0.0012
H 4.691 0.424 -1.910  0.0000
H 4.836 0.593 -0.141  0.0001
C 0.298 -3.758 0.856  0.0117
C 1.814 -3.647 0.693  0.0002
H -0.079 -4.699 0.410  0.0015
H 0.045 -3.795 1.931  0.0000
H 2.327 -4.496 1.180  0.0001
H 2.114 -3.639 -0.369  0.0000
H 2.183 -2.715 1.151  0.0000
C -0.490 -2.738 -1.690  -0.0044
C -1.346 -1.848 -2.596  -0.0003
H -0.715 -3.810 -1.855  -0.0005
H 0.580 -2.586 -1.923  0.0000
H -1.143 -2.052 -3.663  0.0000
H -2.424 -2.009 -2.423  0.0000
H -1.128 -0.785 -2.398  0.0001
C -2.398 -3.040 0.431  0.0074
C -2.734 -3.192 1.920  0.0005
H -2.486 -4.011 -0.096  0.0007
H -3.113 -2.345 -0.043  -0.0001
H -3.796 -3.454 2.060  0.0000
H -2.129 -3.986 2.392  0.0000
H -2.550 -2.250 2.462  0.0004
C 1.629 -0.128 4.139  0.0052
C 1.614 -0.288 2.621  0.0156
O 0.746 0.636 2.028  0.0634
H 1.998 0.884 4.413  0.0002
H 2.301 -0.889 4.589  0.0006
H 0.605 -0.266 4.546  0.0001
H 2.641 -0.157 2.224  -0.0002
H 1.222 -1.299 2.423  0.0052
H 0.429 1.416 2.552  0.0013

As for the charge: +2. For the HOMO energy (alpha / beta), the calculation gives -14.00 / -14.06 eV. For the orbital gap (alpha / beta), the calculation gives 7.089 / 6.065 eV. As for the spin multiplicity: 3. Its relative energy (zero: lowest compared OMol25 entry of this formula, charge and spin) is 0.0 kcal/mol. The energy is -161931.1743 eV.


Record 3
Below is a cluster of 3 separate species, C17H38BNO6P in total at a distorted geometry, with properties calculated with wB97M-V/def2-TZVPD.

Last column: natural (NBO) charge in e.
Cartesian coordinates (Å):
C -1.009 -3.505 -0.292  -0.5895
C -2.074 -2.365 -0.338  -0.8440
B -3.405 -2.681 0.482  0.8529
O -3.488 -2.136 1.793  -0.9860
P -4.948 -3.717 -0.181  0.5534
C -6.006 -2.068 -0.317  -0.7518
C -7.323 -2.367 -1.030  -0.0559
O -7.154 -2.702 -2.391  -0.7516
C -4.046 -5.414 0.035  -0.0217
C -3.447 -6.024 -1.061  -0.2817
C -2.784 -7.215 -1.014  -0.1885
C -2.766 -7.838 0.226  -0.3022
C -3.402 -7.201 1.252  0.0209
N -4.019 -6.027 1.224  -0.4435
H -1.056 -4.043 -1.241  0.2053
H -0.012 -3.074 -0.184  0.1877
H -1.229 -4.204 0.517  0.2089
H -2.315 -2.064 -1.364  0.2208
H -1.609 -1.482 0.129  0.1896
H -3.771 -1.221 1.654  0.4819
H -4.433 -3.544 -1.566  -0.2302
H -6.135 -4.476 -0.664  -0.2326
H -5.409 -3.838 1.212  -0.1682
H -5.460 -1.263 -0.833  0.1831
H -6.280 -1.776 0.705  0.1972
H -7.955 -1.469 -0.984  0.1465
H -7.889 -3.138 -0.485  0.1531
H -6.468 -3.375 -2.468  0.4815
H -3.505 -5.503 -2.016  0.2090
H -2.314 -7.656 -1.885  0.1957
H -2.293 -8.802 0.368  0.1974
H -3.405 -7.720 2.216  0.1624
C 2.565 3.442 0.419  -0.2525
O 3.074 2.128 0.571  -0.5583
C 2.259 1.312 1.404  -0.0875
C 1.409 0.358 0.594  -0.0921
O 0.428 1.058 -0.158  -0.5467
C 0.774 1.175 -1.526  -0.2534
H 3.130 3.935 -0.370  0.1903
H 1.508 3.436 0.141  0.1809
H 2.699 4.006 1.349  0.1620
H 1.631 1.927 2.055  0.1753
H 2.935 0.728 2.038  0.1794
H 0.874 -0.308 1.278  0.1953
H 2.033 -0.261 -0.059  0.1749
H 0.670 0.207 -2.027  0.1743
H 1.795 1.546 -1.653  0.1702
H 0.084 1.882 -1.985  0.1884
C 7.051 8.235 0.691  -0.2534
O 7.550 6.920 0.855  -0.5524
C 6.724 6.114 1.684  -0.0887
C 5.876 5.160 0.870  -0.0921
O 4.905 5.862 0.104  -0.5543
C 5.269 5.971 -1.261  -0.2564
H 7.630 8.716 -0.097  0.1880
H 5.997 8.234 0.403  0.1794
H 7.177 8.807 1.617  0.1646
H 6.093 6.735 2.327  0.1747
H 7.390 5.529 2.327  0.1833
H 5.331 4.500 1.552  0.1905
H 6.503 4.535 0.228  0.1790
H 5.167 5.001 -1.760  0.1699
H 6.292 6.337 -1.378  0.1782
H 4.587 6.679 -1.732  0.1895

As for the charge: -1. For the HOMO energy, the calculation gives -2.82 eV. For the orbital gap, the calculation gives 4.822 eV. The energy is -41980.7707 eV.